[1]
Molecular formula: C3H3AgLiO3
Method: DFT, ωB97M-V/def2-TZVPD

Geometry as XYZ:
```
11
Properties=species:S:1:pos:R:3:forces:R:3
H -0.216379 1.666051 1.100222 -0.3 -0.3 0.2
C 0.914863 -0.597107 1.327830 -2.5 1.3 0.7
C 0.114639 -0.057401 0.250668 2.4 1.1 -0.2
O -0.662489 -0.953480 -0.395513 -1.4 -1.1 -0.7
C -1.037719 -0.753094 -1.755308 1.0 1.9 -0.7
O -0.645316 0.305352 -2.248919 -0.6 -1.1 0.0
O 1.204998 0.162527 2.309118 1.4 -0.6 0.2
H 0.879361 -1.691487 1.471522 0.4 0.2 -0.1
H 0.581958 0.720543 -0.366055 -0.5 -0.5 0.1
Ag -1.956807 -0.682603 -4.533330 0.4 -0.1 1.4
Li 0.822891 1.880699 2.839766 -0.3 -0.8 -0.9
```
Positions in Å, forces in eV/Å.

Calculated values
⟨S²⟩: 0.960
2S+1: 2
DFT total energy: -496.07942 a.u.
E_HOMO (alpha / beta): -5.66 / -7.16 eV

---

[2]
Molecular formula: C5H7N
Method: DFT, ωB97M-V/def2-TZVPD

Geometry as XYZ:
```
13
Properties=species:S:1:pos:R:3:forces:R:3
C 2.032521 0.237182 -0.340200 1.1 0.1 -0.4
C 0.689138 0.159433 -0.429027 -1.1 -0.2 0.2
C -0.105448 -0.996223 -0.659918 0.2 0.4 0.6
N -1.293492 -0.751568 0.008155 -0.9 0.3 -0.8
C -1.391244 0.637911 0.355032 -0.2 -0.8 -0.9
C -0.219943 1.199252 0.054937 0.3 0.3 0.2
H -0.734960 -1.035169 1.560389 -0.3 -0.4 1.0
H 2.659083 -0.600746 -0.616069 0.1 0.1 0.1
H 2.497450 1.165869 -0.042364 0.1 0.0 0.0
H 0.258929 -2.024025 -0.639951 -0.1 0.4 -0.5
H -2.142810 -1.243266 -0.290210 0.5 0.1 0.6
H -2.310735 1.029864 0.772432 0.2 -0.1 -0.1
H 0.061508 2.221482 0.266792 0.0 -0.1 0.0
```
Positions in Å, forces in eV/Å.

Calculated values
2S+1: 1
DFT total energy: -249.28257 a.u.
E_HOMO (alpha / beta): -7.07 / -7.38 eV

---

[3]
Molecular formula: C24H64B5F20N4O8
Method: DFT, ωB97M-V/def2-TZVPD

Geometry as XYZ:
```
125
Properties=species:S:1:pos:R:3:forces:R:3
C 0.981599 -4.446930 -1.595781 2.7 0.0 -0.8
O 0.266492 -3.357138 -1.177354 -1.2 0.9 0.1
C -1.034489 -3.336330 -1.775243 -0.1 -1.2 1.2
C -1.847530 -2.112791 -1.408967 0.1 0.8 -0.3
N -1.021219 -0.844184 -1.502925 -1.6 -0.6 2.5
H -0.122446 -1.084268 -1.109655 1.1 -0.4 -0.3
H -0.925851 -0.550222 -2.464477 -0.2 0.5 -0.5
C -1.409362 0.256501 -0.464836 0.0 -0.8 -2.5
C -0.636954 -0.128221 0.790335 1.4 0.8 1.5
O 0.625872 -0.849448 0.607016 -0.9 0.6 -0.9
C 1.744609 0.027294 0.327937 0.1 0.2 0.2
H 1.950909 -4.368336 -1.103470 0.0 0.0 0.1
H 1.226380 -4.331248 -2.651615 -0.1 -0.2 -0.4
H 0.723134 -5.494314 -1.439952 -1.3 0.1 0.4
H -1.481233 -4.163108 -1.223015 -0.9 -0.3 -0.5
H -1.018512 -3.593074 -2.834465 0.3 0.4 -0.2
H -2.338062 -2.258895 -0.446606 0.6 0.5 0.3
H -2.692598 -1.994695 -2.087205 0.2 -0.1 -0.3
H -2.492517 0.377107 -0.482807 0.0 -0.7 0.9
H -1.179665 1.210848 -0.938711 1.0 -0.1 0.2
H -1.139704 -0.682856 1.582623 -0.6 -0.2 -0.6
H -0.349764 0.816602 1.251775 -0.1 0.2 0.2
H 1.578707 0.694500 -0.517896 -0.3 0.1 0.0
H 2.633526 -0.545959 0.064703 -0.3 -0.3 0.1
H 1.978862 0.608029 1.220113 0.0 0.2 0.0
C 11.328143 -3.191910 -1.286696 -1.0 -0.9 0.0
O 10.570836 -2.815648 -0.078606 0.7 -0.5 -2.2
C 9.447836 -2.059997 -0.492341 -0.3 2.7 0.6
C 8.118378 -2.723344 -0.798316 1.3 -2.6 -0.6
N 8.153100 -3.979654 0.106136 -3.0 -1.7 0.7
H 9.069193 -4.348893 0.317196 0.9 0.6 -0.5
H 7.789344 -3.693858 1.003965 -0.2 0.5 0.5
C 7.264333 -5.253836 -0.169178 -0.1 0.0 -1.0
C 5.871138 -4.871071 -0.620578 1.6 0.4 0.4
O 5.470025 -3.772554 0.166007 1.3 -0.7 -1.0
C 4.174610 -3.536698 -0.217189 -3.3 0.9 1.0
H 10.704097 -3.897397 -1.835298 0.1 -0.6 0.1
H 12.293327 -3.653542 -1.078280 -0.3 0.2 0.5
H 11.447978 -2.444564 -2.071047 0.1 0.9 0.8
H 9.638044 -1.462269 -1.383764 0.4 0.1 0.0
H 9.321800 -1.322621 0.300427 -0.3 0.0 0.1
H 8.138974 -3.115147 -1.815251 0.0 -0.2 -0.1
H 7.208481 -2.125564 -0.744951 0.2 0.1 0.8
H 7.158086 -5.973790 0.642296 0.9 0.7 0.7
H 7.681843 -5.811554 -1.007473 0.5 0.2 0.1
H 5.175730 -5.704691 -0.522618 0.0 -0.2 0.1
H 6.036300 -4.688209 -1.682363 -1.0 0.8 -0.3
H 3.971518 -3.492477 -1.287192 0.4 0.1 -0.1
H 3.721888 -2.666388 0.257889 0.7 0.5 -0.2
H 3.531993 -4.292388 0.234558 -0.1 -0.7 -0.3
C -6.613221 2.136266 -5.990563 0.8 0.6 -0.4
O -6.273611 1.427903 -4.836284 -1.0 -0.3 -0.2
C -5.782403 2.248799 -3.823901 1.0 -0.8 1.4
C -5.569027 1.276037 -2.666088 -1.2 0.3 0.5
N -6.798341 0.377392 -2.552408 1.2 -0.7 1.3
H -7.671127 0.859920 -2.392739 0.1 0.7 0.8
H -7.012194 -0.019088 -3.456382 0.7 -0.9 -0.6
C -6.545819 -0.735038 -1.457084 -2.7 0.1 -2.0
C -5.983737 -1.974159 -2.138985 1.4 0.4 -0.3
O -6.401603 -2.081983 -3.537819 0.5 -0.4 1.5
C -5.752511 -3.077895 -4.363038 0.3 0.6 0.3
H -7.270676 1.530215 -6.613910 0.3 0.0 -0.1
H -5.662219 2.425731 -6.437657 -0.1 -0.2 -0.9
H -7.071654 3.104154 -5.787779 -0.5 0.0 0.4
H -6.471124 3.029754 -3.501628 -0.4 0.2 -0.3
H -4.813757 2.705842 -4.026209 0.0 0.1 -0.3
H -5.582680 1.786287 -1.702994 0.8 0.1 -0.1
H -4.720455 0.601997 -2.783160 0.0 0.3 0.0
H -7.568380 -0.977341 -1.167682 0.0 0.1 0.3
H -6.004472 -0.404288 -0.570714 0.3 0.3 -0.5
H -6.194298 -2.817748 -1.481629 -0.5 -0.4 -0.4
H -4.912400 -1.844089 -1.985988 0.4 -0.3 -0.9
H -4.729338 -2.826722 -4.642583 0.1 0.7 0.1
H -6.339414 -3.107113 -5.281066 0.0 -0.3 0.2
H -5.609927 -4.054048 -3.899452 -0.8 -0.1 0.3
C -3.661648 2.160992 2.673157 -0.9 -0.3 -1.6
O -3.187158 2.765558 3.843003 1.0 0.1 1.4
C -2.207073 1.943047 4.552012 -1.5 -0.2 -1.4
C -1.386098 2.817920 5.490008 -0.1 0.7 -0.3
N -0.872100 3.997992 4.663551 -0.5 -1.0 1.2
H -0.429541 3.426803 3.957871 1.9 0.1 -1.0
H -1.530180 4.513350 4.096585 -1.1 0.1 0.3
C 0.048326 4.930072 5.384124 -0.4 0.4 -0.3
C -0.678964 5.950578 6.262278 -0.2 0.6 -2.7
O -1.192380 5.370844 7.381893 -1.3 -0.6 2.0
C -0.588689 5.782235 8.600737 0.9 -0.1 -0.4
H -4.433240 1.399961 2.789584 0.2 -0.2 0.7
H -2.899558 1.719571 2.030914 0.5 -0.1 0.3
H -4.126819 2.892734 2.012650 0.2 0.5 0.3
H -1.693619 1.427864 3.740191 1.2 0.4 0.1
H -2.707128 1.070087 4.971526 -0.2 0.3 1.0
H -0.439674 2.392173 5.823337 -0.1 -0.6 -0.3
H -1.848813 3.175253 6.409965 -0.5 0.1 -0.4
H 0.534088 5.405957 4.532258 0.8 0.1 0.5
H 0.674462 4.338283 6.051827 0.4 0.0 -0.6
H -1.482239 6.429885 5.702727 -0.8 -0.5 -0.4
H -0.104908 6.875090 6.324246 1.0 -0.3 1.1
H 0.355293 5.239806 8.653319 0.6 0.6 0.1
H -1.046382 5.503695 9.549968 -1.1 -0.2 -0.6
H -0.511547 6.868546 8.555240 0.5 0.0 0.4
B -3.014155 3.467195 -1.871983 1.3 -1.1 1.3
F -3.177142 2.901603 -0.556793 -0.2 0.3 0.2
F -1.775440 4.058194 -1.960875 0.1 1.1 0.3
F -2.984835 2.410014 -2.734833 -0.2 -2.1 -1.5
F -4.116276 4.197800 -2.186008 -1.2 1.6 -0.1
B 2.179555 3.266442 3.295963 0.2 -0.7 -3.5
F 2.004331 4.473143 2.647354 0.2 1.4 -0.1
F 3.112351 2.475302 2.669477 1.2 -0.1 0.0
F 2.364768 3.405942 4.588855 0.8 0.6 3.8
F 0.982570 2.586911 3.093295 -2.9 -1.2 0.3
B 0.029344 -0.269910 -4.386938 0.4 1.8 -1.4
F 0.566200 -1.415016 -4.795445 2.1 -3.4 0.3
F -1.275646 -0.510716 -4.145015 -3.8 -0.8 1.2
F 0.538595 0.337770 -3.251705 1.0 0.0 0.7
F 0.078658 0.526330 -5.483641 0.4 2.2 -1.4
B -4.737069 -1.323907 1.582490 2.9 0.2 0.5
F -4.919173 -2.627065 1.224889 -0.5 -2.0 0.8
F -5.845126 -0.620400 1.627722 -4.0 1.5 1.0
F -3.919937 -1.023638 2.728573 -0.5 -1.0 -0.1
F -4.066730 -0.809666 0.506011 2.0 1.2 -2.4
B 5.866059 1.523451 -1.205162 0.4 1.4 -1.2
F 6.577517 2.460760 -0.445015 0.2 0.3 0.0
F 5.602164 2.013095 -2.525439 0.1 0.1 0.6
F 6.653045 0.396285 -1.358103 1.5 -1.9 -0.2
F 4.739168 1.160197 -0.569756 -1.9 -0.4 0.9
```
Positions in Å, forces in eV/Å.

Calculated values
Total charge: -1
2S+1: 1
DFT total energy: -3896.20556 a.u.
E_HOMO: -7.24 eV

---

[4]
Molecular formula: C2H6NS
Method: DFT, ωB97M-V/def2-TZVPD

Geometry as XYZ:
```
10
Properties=species:S:1:pos:R:3:forces:R:3
S -1.538888 0.402903 1.987214 -0.3 0.1 0.3
H -1.625947 1.495654 2.767574 0.0 -0.1 0.0
C 1.311681 -0.081255 -0.069951 -2.3 -2.4 -0.8
C -0.630595 -0.472677 -1.328693 0.5 0.9 1.4
N 0.636797 -0.483903 -1.349220 0.3 1.1 -1.0
H 1.964217 -0.922135 0.123692 1.0 0.4 0.3
H 0.501911 -0.156095 0.666325 0.7 0.8 0.5
H 1.729425 0.906419 -0.204133 0.3 0.0 0.2
H -1.216326 -0.377851 -2.238891 0.1 -0.8 -0.3
H -1.132276 -0.311060 -0.353917 -0.3 0.0 -0.6
```
Positions in Å, forces in eV/Å.

Calculated values
Total charge: -1
2S+1: 1
DFT total energy: -532.72960 a.u.
E_HOMO: -2.70 eV